This record from the OMol25 dataset describes a cluster of 14 separate species, C3H35NO14 in total at a distorted geometry. The level of theory is the ωB97M-V functional and the def2-TZVPD basis.

```
53
Properties=species:S:1:pos:R:3:lowdin_charge:R:1
C 1.30245 -2.48192 -1.19639 -0.286
C -0.15895 -2.31350 -1.56443 -0.179
C -0.88257 -1.30928 -0.60688 -0.251
O -2.19653 -1.15931 -1.04713 -0.146
N 2.06389 -1.23600 -1.39122 0.003
H 1.88256 -3.23368 -1.86446 0.130
H 1.44756 -2.86348 -0.14289 0.104
H -0.54809 -3.26815 -1.59606 0.080
H -0.15915 -1.93859 -2.68099 0.137
H -0.37984 -0.33697 -0.36606 0.115
H -0.89906 -1.87261 0.45914 0.134
H -2.37991 -0.22521 -1.38154 0.115
H 1.94740 -0.67019 -0.56718 0.007
H 1.93606 -0.68080 -2.20493 0.036
H -2.38359 -1.67256 -2.75835 0.006
H -2.29590 -0.88385 -3.93636 0.022
O -2.22661 -1.82532 -3.72369 -0.083
H -2.26912 0.79178 2.07646 0.062
H -0.78131 1.01180 2.35611 0.003
O -1.46329 1.15722 1.66656 -0.072
H 1.26307 4.32518 -0.48224 0.070
H -0.06856 4.00745 -1.22100 -0.014
O 0.81777 4.26809 -1.37206 -0.052
H -0.52317 0.67228 -2.86797 0.014
H -1.04267 1.74626 -2.06122 0.014
O -1.35060 1.01435 -2.61262 -0.022
H 2.01192 -2.01266 2.39199 0.030
H 1.03032 -1.77425 1.25930 -0.016
O 1.11749 -2.18976 2.11632 -0.039
H -3.96878 -1.48921 1.28562 0.064
H -3.25486 -0.65942 0.19950 -0.023
O -3.81697 -0.55456 0.98418 -0.085
H -1.22793 -3.86609 2.60301 0.051
H -1.95270 -4.04563 1.19841 0.051
O -1.91602 -3.49767 2.00785 -0.080
H 3.17177 1.12961 -0.33607 0.042
H 2.38633 1.61793 0.87888 0.010
O 2.94089 0.84853 0.55868 -0.102
H 1.05810 3.00792 1.94732 0.114
H 0.60939 2.73421 0.46477 0.040
O 1.39491 2.94149 1.00920 -0.054
H 3.16932 0.50204 2.32696 0.047
H 2.94405 0.68003 3.96792 0.071
O 2.74120 0.17550 3.16864 -0.083
H -2.24402 2.89866 -0.81516 0.012
H -1.75629 2.16938 0.41543 0.046
O -1.48154 2.81474 -0.32534 -0.063
H 1.01951 0.18429 3.10309 0.034
H -0.10140 0.23992 4.24160 0.044
O 0.34227 0.73880 3.58721 -0.063
H 1.18873 2.57930 -1.97371 -0.004
H 2.24356 2.03240 -2.98273 0.085
O 1.69888 1.77150 -2.19542 -0.077
```

2S+1: 1
Orbital gap: 0.320 Ha

This record from the OMol25 dataset describes a structure of composition C3H35O15Y at a distorted geometry. The level of theory is the ωB97M-V functional and the def2-TZVPD basis.

```
54
Properties=species:S:1:pos:R:3:lowdin_charge:R:1
Y 1.12326 2.91701 -0.54222 1.882
C 0.05792 -0.78681 -0.99041 -0.037
C -0.20782 -0.14017 0.36904 -0.535
C -0.04245 -1.16822 1.46332 -0.030
O 0.59778 0.99107 0.59988 -0.350
H 1.12355 -0.95899 -1.14305 0.069
H -0.32437 -0.16055 -1.79795 0.033
H -0.49864 -1.72538 -1.02840 0.092
H -1.26818 0.16348 0.36057 0.112
H 0.85095 -1.77496 1.40016 0.079
H -0.92967 -1.81127 1.46281 0.100
H -0.13854 -0.62295 2.40573 0.058
O -2.08811 -1.52772 -3.58476 -0.045
H -2.35461 -1.54618 -4.51621 0.078
H -2.12316 -2.45887 -3.33108 0.079
O -4.06116 -1.40912 2.64671 -0.057
H -4.68674 -2.10283 2.41209 0.060
H -3.28691 -1.86385 3.01606 0.008
O -1.25489 2.92106 -0.77432 -0.122
H -1.92500 3.31601 -0.19281 0.105
H -1.74739 2.16941 -1.23097 0.055
O -3.12547 1.08464 -1.66460 -0.022
H -2.81246 0.25160 -2.05248 0.038
H -3.32683 0.85315 -0.74262 0.071
O 2.40498 2.88760 1.54849 -0.115
H 3.35738 2.75334 1.64180 0.092
H 2.00455 2.75428 2.44862 0.060
O 0.86581 1.79362 -2.57645 -0.132
H 0.16318 1.26626 -3.05136 0.052
H 1.48331 2.04181 -3.28279 0.101
O 2.32817 -3.84956 -0.58727 -0.045
H 1.57721 -4.45300 -0.53302 0.050
H 2.33766 -3.57016 -1.50783 0.023
O 3.73643 -0.82507 -1.47895 -0.039
H 3.42146 -1.49851 -2.08922 0.067
H 4.26893 -1.29132 -0.81395 0.073
O -1.75636 -1.79538 4.28375 -0.033
H -1.48280 -1.36509 5.10212 0.067
H -1.18161 -1.42966 3.59752 -0.009
O -1.12015 1.02675 -4.26824 -0.037
H -1.28249 1.11161 -5.21577 0.087
H -1.49020 0.15785 -4.01812 0.007
O -3.04519 1.33320 2.36329 -0.059
H -2.54883 1.36146 3.18626 0.025
H -3.32426 0.40404 2.29040 -0.005
O 3.61390 -1.09888 1.31090 -0.029
H 2.71305 -1.40400 1.16638 0.007
H 3.52324 -0.27146 1.79409 0.043
O 3.21175 1.74783 -1.06482 -0.132
H 4.05019 2.03808 -1.45189 0.097
H 3.20956 0.74337 -1.19532 0.046
O 0.75455 1.86628 3.35715 -0.055
H 0.05048 1.61234 3.96086 0.063
H 0.60503 1.34280 2.53891 0.008
```

Net charge: +2
2S+1: 1
Orbital gap: 0.300 Ha

no.,total energy (Ha),HOMO (eV),molar mass (g/mol)
1,-1243.383956,-8.655,309.3
2,-1301.823152,-15.455,400.2